Record 1
Density functional theory data (ωB97M-V with the def2-TZVPD basis set) for the ion C5H10N5 with charge +1 in a non-equilibrium geometry.

Structure (XYZ):
```
20
Properties=species:S:1:pos:R:3
C 1.051 0.786 -0.223
C 0.092 1.611 -0.643
C -1.938 0.336 0.077
C -0.222 -1.315 0.058
C 2.288 -1.167 0.468
N -1.365 -0.781 0.136
N 1.023 -0.584 0.049
N -0.119 2.912 -0.826
N -0.159 -2.613 -0.277
N -2.940 0.877 0.804
H 2.140 1.167 -0.236
H 2.852 -0.535 1.210
H 2.080 -2.066 0.953
H 2.983 -1.186 -0.411
H -0.035 3.418 -1.619
H -0.315 3.420 -0.022
H -1.064 -2.891 -0.603
H 0.596 -3.229 -0.533
H -3.370 1.578 0.307
H -3.579 0.263 1.330
```

Computed properties:
Orbital gap: 7.2 eV
Total charge: +1

These are the Mulliken partial charges, in e, on atoms 1 to 4: 0.229 -0.326 -0.089 0.636

***

Record 2
Density functional theory data (ωB97M-V with the def2-TZVPD basis set) for the ion C5H10N5 with charge +1 in a non-equilibrium geometry.

Structure (XYZ):
```
20
Properties=species:S:1:pos:R:3
N 2.902 0.767 -1.987
N 1.901 1.673 -2.407
C 0.832 2.124 -1.725
N 0.589 1.752 -0.524
C 0.735 1.272 0.650
N 0.014 0.246 1.040
C -0.357 -0.764 0.249
C -1.362 -1.580 0.628
C -2.017 -1.398 1.845
N -2.921 -2.190 2.443
H 3.556 1.137 -1.257
H 2.558 -0.164 -2.030
H 1.883 1.989 -3.330
H 0.046 2.799 -2.128
H 1.387 1.638 1.382
H 0.121 -1.119 -0.702
H -1.618 -2.379 -0.023
H -1.678 -0.703 2.631
H -3.268 -2.084 3.379
H -3.302 -3.017 1.866
```

Computed properties:
Orbital gap: 8.3 eV
SMILES: NN\C=N/C=N\C=C/C=[NH2+]
Total charge: +1

These are the Mulliken partial charges, in e, on atoms 1 to 4: -0.532 -0.052 0.044 -0.236

***

Record 3
Density functional theory data (ωB97M-V with the def2-TZVPD basis set) for a structure of composition C5H10N5 in a non-equilibrium geometry.

Structure (XYZ):
```
20
Properties=species:S:1:pos:R:3
C -1.043 -1.586 0.376
C -0.158 -0.260 -1.359
C 2.042 0.139 0.529
C 1.222 0.482 1.469
C -0.521 0.837 0.699
N -0.392 0.842 -0.803
N -0.224 -1.496 -0.660
N -1.229 -0.435 0.994
N 0.175 -0.385 -2.738
N -0.952 2.002 1.392
H -1.410 -2.603 0.740
H 3.019 -0.263 0.918
H 1.768 0.381 -0.572
H 1.191 0.447 2.577
H 0.271 -2.192 -1.229
H -1.966 -0.416 1.696
H 0.014 0.517 -3.167
H -0.055 -1.213 -3.231
H -0.122 2.655 1.408
H -1.631 2.547 0.959
```

Computed properties:
Orbital gap: 9.1 eV
Total charge: +1

These are the Mulliken partial charges, in e, on atoms 1 to 4: 0.028 0.169 -0.526 -0.421

***

Record 4
Density functional theory data (ωB97M-V with the def2-TZVPD basis set) for a cluster of 2 separate species, C5H10N6 in total in a non-equilibrium geometry.

Structure (XYZ):
```
21
Properties=species:S:1:pos:R:3
C 1.658 -0.098 2.037
C -1.720 3.037 0.225
C 1.018 -2.618 -0.048
C 0.015 1.471 1.159
C 1.358 -3.808 -2.305
N -0.749 2.266 0.715
N -1.989 3.034 -1.007
N 0.578 0.688 2.102
N 0.899 -1.921 1.014
N -2.921 3.745 -1.475
N 1.284 -3.220 -1.021
H 1.811 -0.499 3.013
H -2.350 3.677 0.860
H 1.565 -4.878 -2.158
H 0.424 -3.504 -2.758
H 2.298 -3.480 -2.746
H -0.090 0.478 2.868
H 2.286 -0.018 1.261
H 1.252 -2.504 1.781
H -3.415 4.598 -1.080
H -3.210 3.555 -2.435
```

Computed properties:
Orbital gap (spin up / spin down): 7.1 / 7.1 eV
Total charge: +2

These are the Mulliken partial charges, in e, on atoms 1 to 4: -0.255 -0.149 0.369 0.401

***

Record 5
Density functional theory data (ωB97M-V with the def2-TZVPD basis set) for the ion C5H10N6O2 with charge +2 in a non-equilibrium geometry.

Structure (XYZ):
```
23
Properties=species:S:1:pos:R:3
C -0.867 -1.364 -0.670
C -1.125 1.089 -0.543
C 1.151 0.234 -0.819
C 0.075 -0.018 1.460
C -0.182 -0.003 -0.169
N -1.985 -0.953 -1.218
N -2.191 0.492 -1.125
N 1.985 -0.712 -1.056
N 0.295 -1.256 1.879
N 1.542 1.443 -1.093
N -0.040 1.025 2.273
O -0.284 -2.397 -0.561
O -1.011 2.254 -0.213
H -2.832 -1.476 -1.307
H -3.175 0.668 -1.183
H 1.554 -1.631 -0.942
H 2.867 -0.610 -1.527
H 0.234 -2.130 1.372
H 0.838 -1.364 2.729
H 0.912 2.174 -0.788
H 2.396 1.665 -1.604
H -0.215 1.915 1.841
H 0.059 0.954 3.264
```

Computed properties:
Orbital gap (spin up / spin down): 4.2 / 4.4 eV
Total charge: +2
2S+1: 3

These are the Mulliken partial charges, in e, on atoms 1 to 4: 0.279 0.164 -0.301 0.147

***

Record 6
Density functional theory data (ωB97M-V with the def2-TZVPD basis set) for a cluster of 2 separate species, C5H10N7 in total in a non-equilibrium geometry.

Structure (XYZ):
```
22
Properties=species:S:1:pos:R:3
C -0.688 -1.473 2.346
C -0.408 0.300 1.038
C 0.538 -0.702 0.870
C 1.634 0.567 -0.817
C -0.330 1.397 0.152
N 0.296 -1.803 1.646
N -1.295 -0.265 1.954
N 1.607 -0.559 0.019
N 0.717 1.518 -0.693
N 2.606 0.776 -1.679
N -1.381 2.232 -0.199
N -1.323 -1.264 -1.106
H -1.125 -1.968 3.251
H -2.007 0.340 2.413
H 2.375 -1.218 0.164
H -1.975 -1.977 -1.383
H 3.413 0.163 -1.867
H 2.596 1.704 -2.158
H -2.227 1.745 -0.034
H -1.234 2.733 -1.040
H -1.455 -0.601 -1.802
H -0.334 -1.644 -1.075
```

Computed properties:
Orbital gap: 8.8 eV
Total charge: +1

These are the Mulliken partial charges, in e, on atoms 1 to 4: -0.257 0.306 0.409 0.457

***

Record 7
Density functional theory data (ωB97M-V with the def2-TZVPD basis set) for the ion C5H10NO with charge -1.

Structure (XYZ):
```
17
Properties=species:S:1:pos:R:3
N 2.364 0.707 2.199
C 1.309 0.296 1.332
C 0.601 1.087 0.545
C -0.505 0.694 -0.398
C -0.763 -0.787 -0.562
C -1.875 -1.079 -1.649
O -1.839 -0.273 -2.703
H 3.008 -0.050 2.371
H 2.883 1.496 1.842
H 1.103 -0.766 1.384
H 0.841 2.156 0.539
H -1.436 1.194 -0.119
H -0.244 1.104 -1.374
H -1.046 -1.228 0.403
H 0.156 -1.301 -0.874
H -2.838 -1.076 -1.057
H -1.719 -2.174 -1.880
```

Computed properties:
Orbital gap: 5.8 eV
SMILES: N/C=C/CCC[O-]
Total charge: -1

These are the Mulliken partial charges, in e, on atoms 1 to 4: -0.596 0.012 -0.477 -0.318

***

Record 8
Density functional theory data (ωB97M-V with the def2-TZVPD basis set) for the ion C5H10NO with charge -1 in a non-equilibrium geometry.

Structure (XYZ):
```
17
Properties=species:S:1:pos:R:3
N -0.360 -0.886 -2.169
C 1.898 -0.627 1.060
C 1.256 0.738 0.729
C 0.602 0.690 -0.651
C -0.546 -0.322 -0.863
C -1.799 0.172 0.018
O -1.533 0.166 1.348
H 1.806 -1.369 0.269
H 1.469 -1.121 1.927
H 2.965 -0.736 1.260
H 0.526 1.004 1.489
H 1.951 1.589 0.681
H 0.170 1.688 -0.795
H 1.329 0.455 -1.459
H -0.314 -1.272 -0.341
H -2.110 1.179 -0.327
H -2.681 -0.466 -0.193
```

Computed properties:
Orbital gap: 6.0 eV
Total charge: -1

These are the Mulliken partial charges, in e, on atoms 1 to 4: -0.620 -1.236 -0.245 -0.931

***

Record-wise energy above the lowest of the compared OMol25 structures with the same formula, charge and spin values, in kcal per mole: 77.8; 49.0; 42.9; 158.2; 0.0; 3.6; 10.2; 104.3
Record-wise DFT total energy values, in eV: -12787.33276; -12788.58239; -12788.84880; -14264.84908; -18361.12514; -15772.55620; -8883.67495; -8879.59618